[1]
The following is a DFT calculation (ωB97M-V/def2-TZVPD) of a single C2H4N4 molecule in a non-equilibrium geometry.

Element x y z (Å)
1 N -1.376 -0.474 1.241
2 C -0.374 -0.208 0.285
3 C 0.874 -0.604 -0.155
4 N 1.331 0.565 -1.017
5 N 0.335 1.416 -1.075
6 N -0.656 1.009 -0.387
7 H -1.584 -1.348 1.709
8 H -2.212 0.060 1.019
9 H 1.498 -1.492 -0.203
10 H 2.165 1.062 -1.432

As for the SMILES: Nc1c[nH]nn1. As for the LUMO energy: 1.070 eV. The calculation puts the HOMO-LUMO gap at 9.724 eV. The molecular weight is 84.082 g mol⁻¹. For the relative energy (zero: lowest compared OMol25 entry of this formula, charge and spin), the calculation gives 207.6 kJ/mol.

Taken from the natural (NBO) analysis, the atomic charges in e are: -0.816 0.243 -0.195 -0.383 -0.016 -0.296 0.395 0.401 0.232 0.436

[2]
The following is a DFT calculation (ωB97M-V/def2-TZVPD) of a single C2H4N4 molecule in a non-equilibrium geometry.

Element x y z (Å)
1 C 0.559 0.106 0.191
2 C -0.337 1.151 0.022
3 H 2.582 1.004 0.114
4 H 2.454 -0.775 0.405
5 H -0.216 2.206 -0.108
6 H 0.222 -1.869 0.009
7 N 1.971 0.052 -0.171
8 N -1.524 0.529 -0.020
9 N -1.267 -0.729 -0.025
10 N -0.090 -1.010 -0.027

As for the SMILES: Nc1cnn[nH]1. As for the LUMO energy: 0.567 eV. The calculation puts the HOMO-LUMO gap at 9.279 eV. The molecular weight is 84.082 g mol⁻¹. For the relative energy (zero: lowest compared OMol25 entry of this formula, charge and spin), the calculation gives 308.8 kJ/mol.

Taken from the natural (NBO) analysis, the atomic charges in e are: 0.221 -0.150 0.389 0.362 0.221 0.395 -0.832 -0.245 -0.078 -0.283

[3]
The following is a DFT calculation (ωB97M-V/def2-TZVPD) of a single C2H4N4 molecule in a non-equilibrium geometry.

Element x y z (Å)
1 C -1.902 -0.104 0.006
2 C 0.447 -0.888 0.018
3 N -3.032 -0.192 -0.072
4 N 1.661 -0.516 -0.125
5 N -0.021 1.445 -0.090
6 N -0.504 0.119 -0.200
7 H 0.136 -1.852 0.272
8 H 2.215 -1.324 0.094
9 H 0.340 1.667 0.898
10 H 0.661 1.645 -0.801

As for the SMILES: [H]/N=C/N(N)C#N. As for the LUMO energy: 0.645 eV. The calculation puts the HOMO-LUMO gap at 10.703 eV. The molecular weight is 84.082 g mol⁻¹. For the relative energy (zero: lowest compared OMol25 entry of this formula, charge and spin), the calculation gives 236.8 kJ/mol.

Taken from the natural (NBO) analysis, the atomic charges in e are: 0.409 0.260 -0.323 -0.667 -0.633 -0.324 0.181 0.345 0.366 0.387

[4]
The following is a DFT calculation (ωB97M-V/def2-TZVPD) of 2 unconnected molecules or ions with the total composition C2H4N4 in a non-equilibrium geometry.

Element x y z (Å)
1 C -1.000 0.408 -1.178
2 C 0.381 0.812 -0.710
3 N 0.853 -1.175 1.272
4 N 1.394 -1.982 0.765
5 N 0.302 -0.165 1.609
6 N 0.363 0.104 -1.739
7 H -1.589 -0.432 -0.857
8 H -1.460 1.075 -1.885
9 H 0.807 1.458 0.069
10 H -0.051 -0.105 2.654

As for the LUMO energy: 0.849 eV. The calculation puts the HOMO-LUMO gap at 10.318 eV. The molecular weight is 84.082 g mol⁻¹. For the relative energy (zero: lowest compared OMol25 entry of this formula, charge and spin), the calculation gives 491.3 kJ/mol.

Taken from the natural (NBO) analysis, the atomic charges in e are: -0.355 0.055 0.250 -0.035 -0.592 -0.327 0.183 0.173 0.249 0.398

[5]
The following is a DFT calculation (ωB97M-V/def2-TZVPD) of a molecular structure, C2H4N4 in a non-equilibrium geometry.

Element x y z (Å)
1 C 0.543 1.571 -0.426
2 C 1.100 -0.525 -0.697
3 N 1.386 0.654 -0.973
4 N -0.398 1.093 0.346
5 N -0.326 -0.183 0.453
6 N -1.281 -0.964 1.045
7 H 0.656 2.619 -0.602
8 H 1.518 -1.493 -0.786
9 H -2.203 -0.837 0.626
10 H -0.995 -1.936 1.013

As for the LUMO energy: 0.841 eV. The calculation puts the HOMO-LUMO gap at 8.879 eV. The molecular weight is 84.082 g mol⁻¹. For the relative energy (zero: lowest compared OMol25 entry of this formula, charge and spin), the calculation gives 339.3 kJ/mol.

Taken from the natural (NBO) analysis, the atomic charges in e are: 0.047 0.147 -0.422 -0.207 -0.085 -0.622 0.199 0.213 0.359 0.370

[6]
The following is a DFT calculation (ωB97M-V/def2-TZVPD) of a single C2H4N4 molecule in a non-equilibrium geometry.

Element x y z (Å)
1 C 1.417 -0.151 -0.004
2 C -1.003 0.909 -0.131
3 H 1.732 -0.775 -0.730
4 H 1.792 -0.748 0.802
5 H 1.628 0.802 -0.012
6 H -0.746 2.069 0.376
7 N -0.103 -0.112 -0.206
8 N -2.153 0.330 -0.051
9 N -1.942 -1.066 0.024
10 N -0.622 -1.257 -0.069

As for the SMILES: Cn1cnnn1. As for the LUMO energy: 0.606 eV. The calculation puts the HOMO-LUMO gap at 11.272 eV. The molecular weight is 84.082 g mol⁻¹. For the relative energy (zero: lowest compared OMol25 entry of this formula, charge and spin), the calculation gives 349.1 kJ/mol.

Taken from the natural (NBO) analysis, the atomic charges in e are: -0.381 0.111 0.218 0.224 0.198 0.248 -0.165 -0.306 -0.088 -0.059

[7]
The following is a DFT calculation (ωB97M-V/def2-TZVPD) of a single C2H4N4 molecule in a non-equilibrium geometry.

Element x y z (Å)
1 C -0.462 -1.642 -0.197
2 C 1.095 0.059 0.113
3 N -1.612 -1.158 -0.103
4 N 0.652 -1.114 0.375
5 N -1.886 0.002 0.419
6 N -1.448 1.017 -0.113
7 H -0.504 -2.586 -0.655
8 H 1.695 0.622 0.787
9 H 0.752 0.598 -0.704
10 H -1.621 1.943 0.301

As for the SMILES: [H]/N=N/N=C\N=C. As for the LUMO energy: 0.560 eV. The calculation puts the HOMO-LUMO gap at 9.618 eV. The molecular weight is 84.082 g mol⁻¹. For the relative energy (zero: lowest compared OMol25 entry of this formula, charge and spin), the calculation gives 380.1 kJ/mol.

Taken from the natural (NBO) analysis, the atomic charges in e are: 0.225 0.023 -0.278 -0.443 0.022 -0.434 0.193 0.174 0.175 0.343

[8]
The following is a DFT calculation (ωB97M-V/def2-TZVPD) of a single C2H4N4 molecule in a non-equilibrium geometry.

Element x y z (Å)
1 C 0.373 -0.167 0.094
2 C -0.932 0.272 -0.141
3 N -3.289 -0.194 -0.101
4 N -2.075 0.022 0.000
5 N 1.655 0.032 -0.051
6 N 2.592 0.936 -0.380
7 H 0.225 -1.256 0.287
8 H -3.913 0.533 -0.144
9 H 1.924 -0.754 0.591
10 H 3.440 0.576 -0.154

As for the LUMO energy (alpha / beta): 0.159 / 0.072 eV. The calculation puts the HOMO-LUMO gap (alpha / beta) at 7.571 / 7.634 eV. The molecular weight is 84.082 g mol⁻¹. For the relative energy (zero: lowest compared OMol25 entry of this formula, charge and spin), the calculation gives 683.1 kJ/mol.

Taken from the natural (NBO) analysis, the atomic charges in e are: -0.150 0.169 -0.556 0.044 -0.209 -0.562 0.204 0.358 0.387 0.314

- The lowest relative energy (zero: lowest compared OMol25 entry of this formula, charge and spin) belongs to which entry?
  number 1

- Look up the relative energy (zero: lowest compared OMol25 entry of this formula, charge and spin) of the second one.
  308.8 kJ/mol